The following is a quantum chemistry calculation of C26H32BCl4F4N7O3STeZr as an isolated structure, from OMol25.

2S+1   1
Gap between HOMO and LUMO   7.56 eV
Largest force on an atom   2.8 eV/A
Energy above the lowest of the compared OMol25 structures with the same formula, charge and spin   1.207 eV
E_tot   -4597.7891 Eh

```
80
Properties=species:S:1:pos:R:3:forces:R:3:lowdin_charge:R:1
Zr 0.41545 0.13818 0.38425 -2.7994 -0.1153 -0.4914 1.667
C -3.11259 0.04647 0.64593 0.0194 0.2122 0.1292 -0.193
C -2.83966 1.43648 1.22801 -0.1575 -0.3390 -0.3102 -0.161
N -1.39719 1.71689 1.22538 0.5049 -0.1409 0.4740 -0.109
C -1.05328 3.03546 0.68036 0.0844 0.2103 -0.2584 -0.175
C -0.97277 2.98344 -0.85149 -0.0087 0.0863 0.3869 -0.152
N -0.45938 1.69565 -1.36747 0.5248 -0.0763 -0.0215 -0.159
C -1.35863 1.11859 -2.36424 -0.2952 -0.1523 -0.0794 -0.229
C -2.56993 0.51102 -1.67514 0.2969 0.2038 -0.1110 -0.163
N -2.17172 -0.19998 -0.44587 0.1761 -0.3445 -0.0447 -0.109
H -4.15477 -0.01923 0.31293 0.0116 0.0068 0.0010 0.128
H -2.96165 -0.70564 1.41151 -0.0567 -0.0471 -0.0567 0.088
H -3.26488 1.50072 2.23175 0.0636 0.0754 0.0099 0.128
H -3.34334 2.19266 0.62403 0.0549 0.0475 0.0092 0.112
H -1.01416 1.63601 2.16109 -0.1565 0.1984 0.0982 0.098
H -0.09338 3.34340 1.08325 -0.0271 -0.0602 0.0760 0.110
H -1.78967 3.79238 0.97122 -0.0016 -0.0403 0.0475 0.126
H -0.32759 3.79888 -1.18380 -0.0568 -0.0200 -0.0871 0.131
H -1.96731 3.15970 -1.26670 0.0346 -0.0136 -0.0753 0.113
H 0.40383 1.90562 -1.88622 -0.0546 0.0367 0.0181 -0.005
H -0.80937 0.36418 -2.91301 0.0986 -0.0072 0.0243 0.045
H -1.68855 1.86844 -3.09275 0.0513 0.0323 0.0296 0.131
H -3.09005 -0.15634 -2.36619 -0.0608 0.0071 0.0325 0.120
H -3.25567 1.31537 -1.40235 -0.0933 -0.0758 0.0090 0.110
H -2.17188 -1.18941 -0.65894 0.0096 -0.1142 0.0480 0.051
Cl 4.54317 2.58992 5.17528 -0.0520 0.0097 0.0098 0.680
C 3.62403 2.42214 3.72851 0.0819 0.0325 -0.0439 -0.698
C 3.95758 3.16501 2.60422 0.0233 -0.0534 0.0832 -0.702
Cl 5.27465 4.27203 2.64756 -0.0196 0.0104 -0.0253 0.681
C 3.22810 2.99240 1.42737 -0.1342 0.0453 -0.1717 -0.596
Cl 3.61288 3.86678 -0.00878 -0.0121 -0.0016 -0.0286 0.736
C 2.17703 2.09411 1.37606 0.3505 0.1509 0.7278 -0.374
O 1.46238 1.84946 0.27165 0.2584 0.4773 0.1946 -0.340
C 1.82034 1.34208 2.51841 0.4637 0.7789 0.0071 -0.362
O 0.78987 0.51093 2.36979 0.3509 0.1294 0.4141 -0.282
C 2.55669 1.52157 3.68139 -0.1719 -0.1015 -0.0744 -0.584
Cl 2.14850 0.58927 5.07164 -0.0548 -0.1312 0.0855 0.750
C 3.70930 0.59918 -5.51228 0.0665 0.0262 0.0300 -0.097
N 3.63531 0.44193 -4.07521 -0.0297 -0.0219 0.0020 -0.051
C 2.86278 1.16765 -3.25331 -0.0321 -0.1862 0.3241 -0.896
N 2.93637 0.84033 -1.94546 0.4133 0.4883 -0.3508 0.056
S 1.80337 2.35842 -3.78043 -0.1873 0.2549 -0.0355 0.636
H 4.66506 1.04216 -5.79870 -0.0185 -0.0235 -0.0420 0.085
H 2.91013 1.26505 -5.82459 -0.0164 -0.0370 -0.0151 0.029
H 3.59617 -0.36739 -6.00256 -0.0060 0.0059 0.0009 0.084
H 4.21763 -0.26294 -3.65305 0.0126 -0.0301 -0.0223 0.139
H 3.66389 0.21056 -1.64583 -0.0859 -0.0458 0.1893 0.102
H 2.59590 1.50778 -1.25441 0.1691 -0.2610 -0.3528 0.029
N -0.93749 -0.70778 5.89477 0.0056 0.1054 0.1250 0.179
C -1.53167 -1.85903 5.49580 -0.0394 0.0593 -0.1195 -0.507
O -2.32490 -2.48440 6.16997 0.1249 -0.0755 0.0104 0.072
C -1.18332 -2.28072 4.09622 -0.1583 0.0690 -0.0451 -0.103
C -0.96567 -3.61801 3.79480 -0.0139 0.0538 -0.0590 0.028
C -0.74470 -3.96092 2.47505 -0.1115 -0.0300 0.1709 -0.015
C -0.74400 -2.96519 1.51399 -0.0282 -0.0937 -0.1557 -0.146
N -0.93569 -1.66944 1.78532 0.4611 -0.0402 0.2325 -0.013
C -1.15884 -1.35598 3.06644 -0.1327 -0.0599 0.0957 -0.094
H -1.08518 -0.41159 6.84589 -0.0364 -0.0236 -0.0085 0.117
H -0.13556 -0.34048 5.40774 0.0180 -0.0009 -0.0499 0.018
H -0.97605 -4.35361 4.58816 -0.0383 -0.0233 -0.0148 0.131
H -0.56701 -4.98697 2.18728 0.0103 0.0107 -0.0525 0.117
H -0.54622 -3.21415 0.48014 0.0861 0.0690 0.0116 0.039
H -1.36698 -0.31749 3.28836 0.1302 0.0381 -0.0006 0.111
F 2.85266 -0.21631 0.48286 -0.2694 -0.0882 -0.1197 0.013
B 2.98911 -1.58208 0.96539 -0.0268 -0.2582 -0.1742 -1.299
F 1.64199 -1.82524 1.41400 0.1479 0.0074 -0.0585 0.007
F 3.89240 -1.66257 1.97075 -0.0204 0.0383 0.0761 0.207
F 3.26428 -2.36583 -0.13340 0.2471 -0.0790 0.1819 0.085
Te 0.73887 -1.80589 -1.67102 -0.0754 -0.9062 -1.0835 1.065
C -1.07023 -2.18648 -2.76760 -0.0294 0.0740 0.2138 -0.612
C -1.21521 -1.75811 -4.08569 0.2263 0.0791 -0.0405 -0.169
C -2.38850 -1.98104 -4.79097 -0.0767 0.0127 -0.0048 -0.084
C -3.45000 -2.64955 -4.19594 0.0202 -0.0372 -0.0074 -0.095
C -3.30422 -3.13550 -2.90489 -0.0342 0.0673 -0.0410 -0.090
C -2.12389 -2.91016 -2.20818 0.0943 -0.1403 0.1625 -0.181
H -0.39125 -1.24171 -4.56574 -0.0398 0.0588 -0.0026 0.097
H -2.48043 -1.62073 -5.80788 0.0317 -0.0102 -0.0099 0.105
H -4.36977 -2.80997 -4.74294 -0.0014 -0.0113 0.0030 0.101
H -4.10692 -3.68999 -2.43455 0.0069 -0.0141 -0.0108 0.104
H -2.01862 -3.34038 -1.21693 -0.0108 0.0622 0.0115 0.082
```
Positions in Å, forces in eV/Å.


The following is a quantum chemistry calculation of one molecule with the formula C2H6Cl3PSi, from OMol25.

2S+1   1
Gap between HOMO and LUMO   8.96 eV
Largest force on an atom   4.8 eV/A
Energy above the lowest of the compared OMol25 structures with the same formula, charge and spin   1.061 eV
E_tot   -2091.3204 Eh

```
13
Properties=species:S:1:pos:R:3:forces:R:3:nbo_charge:R:1
C 0.45594 -1.27724 0.62505 0.4438 0.0561 2.4279 -1.143
C -0.37712 1.74278 -0.37845 -1.3410 -2.2957 1.1088 -1.084
Si -0.14123 0.45189 1.05594 4.1798 1.0176 -2.0435 1.288
P 1.91578 1.17893 2.27686 -0.6765 -0.8978 -2.2078 0.357
Cl -1.59081 0.64461 2.33862 -1.8519 0.0109 1.3437 -0.330
Cl 1.15557 3.01049 2.54629 -0.3534 1.5473 0.4305 -0.298
Cl 1.59843 0.30134 4.04486 -0.2758 -0.6190 1.1868 -0.287
H 1.60820 -1.24660 0.70436 -1.8773 -0.2485 -0.6515 0.261
H 0.11185 -1.81611 1.56997 0.5267 0.2268 -1.1157 0.252
H 0.01037 -1.77903 -0.21651 0.2329 -0.1538 -0.4192 0.251
H -0.33898 2.69392 0.04850 0.5633 1.6937 0.6717 0.247
H 0.19755 1.66012 -1.28459 0.2064 -0.1868 -0.1593 0.248
H -1.46021 1.63865 -0.55359 0.2230 -0.1511 -0.5724 0.238
```
Positions in Å, forces in eV/Å.


The following is a quantum chemistry calculation of C7H13O as an isolated structure, from OMol25.

2S+1   1
Gap between HOMO and LUMO   5.82 eV
Charge   -1
Largest force on an atom   1.1 eV/A
Energy above the lowest of the compared OMol25 structures with the same formula, charge and spin   4.730 eV
E_tot   -349.5480 Eh

```
21
Properties=species:S:1:pos:R:3:forces:R:3:nbo_charge:R:1
C 2.36318 0.80623 -0.69332 -0.5123 -0.1183 -0.1536 0.011
O 2.85172 -0.40739 -0.44833 0.0647 -0.1800 0.1089 -0.947
C 0.80493 0.84710 -0.80649 0.5425 -0.4135 -0.5699 -0.507
C 0.19351 0.24348 0.40702 -0.0382 0.1067 -0.2331 0.017
C -1.06321 -0.19738 0.58074 -0.3458 -0.4485 0.5898 -0.202
C -2.08090 -0.00403 -0.43670 0.8892 0.2511 -0.6306 -0.198
C -3.28791 -0.69077 -0.32933 -0.0641 0.5304 0.5792 -0.522
C -1.40308 -0.96079 1.86124 0.8538 0.4916 0.1706 -0.646
H 2.70574 1.24812 -1.67057 0.1332 0.2723 0.1724 0.065
H 2.56827 1.57094 0.10572 0.3111 0.1960 0.0172 0.049
H 0.53886 0.24349 -1.68054 -0.0733 0.0094 0.0861 0.206
H 0.49016 1.86592 -1.03990 -0.3392 0.1952 0.2709 0.197
H 5.73891 1.29277 -2.50866 0.1646 0.0871 -0.0580 -0.050
H 0.90572 0.03499 1.20045 0.1240 -0.0010 0.0208 0.203
H 5.09060 0.94040 -2.47394 -0.1842 -0.1060 0.0948 0.048
H -4.05833 -0.47488 -1.06363 -0.0729 -0.2469 -0.0504 0.200
H -3.19515 0.46476 0.15320 -0.5771 -0.2063 -0.0887 0.306
H -3.48624 -1.51071 0.37430 -0.0755 -0.0581 -0.0725 0.173
H -0.68514 -0.71010 2.65640 -0.1968 0.1164 -0.2024 0.213
H -2.39669 -0.70742 2.22249 -0.2144 -0.1778 0.1213 0.181
H -1.28676 -2.03414 1.74532 -0.3894 -0.2998 -0.1729 0.204
```
Positions in Å, forces in eV/Å.


The following is a quantum chemistry calculation of a 2-piece molecular cluster, C4H12NO2 overall, from OMol25.

2S+1   1
Gap between HOMO and LUMO   10.63 eV
Charge   +1
Largest force on an atom   1.8 eV/A
Energy above the lowest of the compared OMol25 structures with the same formula, charge and spin   2.224 eV
E_tot   -364.5535 Eh

```
19
Properties=species:S:1:pos:R:3:forces:R:3:nbo_charge:R:1
C 1.42496 -2.01447 0.49229 0.1727 -0.2544 0.2738 -0.739
C -2.11484 0.85367 -0.36941 0.1387 0.4344 0.3310 -0.081
C -0.94663 1.61196 0.26473 0.2661 -1.4314 -0.0971 -0.241
C 1.31406 -0.84873 -0.38365 -1.1666 1.2019 -0.6710 0.485
N 0.09142 0.56630 0.66880 -0.1281 -0.0901 0.0899 -0.733
O -1.70817 0.18220 -1.53359 0.1997 -0.1637 -0.4339 -0.725
O 2.32702 -0.09215 -0.65436 0.7063 0.1614 -0.0492 -0.592
H 1.95966 -1.81529 1.41940 -0.0029 0.0612 0.0851 0.249
H 2.02655 -2.73427 -0.08018 -0.0570 0.0206 0.0281 0.291
H 0.46752 -2.48524 0.68350 -0.1165 0.0492 0.0492 0.268
H -2.94909 1.53859 -0.55064 0.0558 -0.0686 0.0086 0.200
H -2.46302 0.07636 0.32096 -0.0381 0.1714 -0.0128 0.180
H -0.48287 2.30582 -0.43135 -0.0034 0.0456 -0.0199 0.215
H -1.27666 2.13068 1.16457 0.0468 0.1175 -0.0166 0.217
H 0.56429 -0.83827 -1.17848 0.2292 -0.0673 0.1763 0.242
H -0.38772 -0.10345 1.26830 0.0971 0.2382 0.2475 0.381
H 0.81048 1.03597 1.21554 -0.0669 -0.1677 0.1084 0.388
H -1.73428 0.78810 -2.28306 -0.0445 -0.0874 0.0203 0.485
H 3.07733 -0.15777 -0.03338 -0.2885 -0.1707 -0.1175 0.508
```
Positions in Å, forces in eV/Å.


- Among the records above, which one has the lowest energy above the lowest of the compared OMol25 structures with the same formula, charge and spin?
  C2H6Cl3PSi


- Which value of E_tot does entry 4 give?
  -364.5535 Eh


- E_tot of number 4 (C4H12NO2)?
  -364.5535 Eh


- The lowest energy above the lowest of the compared OMol25 structures with the same formula, charge and spin belongs to which entry?
  C2H6Cl3PSi